C27H23ClF6OPTl | wB97M-V/def2-TZVPD

```
60
Properties=species:S:1:pos:R:3:lowdin_charge:R:1
C 1.062 -2.605 2.997 -0.04
C 1.279 -1.202 3.055 -0.09
C 0.074 -0.584 3.507 -0.07
H 2.202 -0.691 2.794 0.08
C -0.887 -1.611 3.726 -0.08
C -0.287 -2.859 3.387 -0.15
H -0.761 -3.838 3.431 0.08
H 1.784 -3.361 2.700 0.11
H -0.098 0.481 3.648 0.10
H -1.908 -1.472 4.069 0.11
Tl -2.431 -3.160 0.758 0.68
Cl -3.572 -0.795 0.841 -0.26
P -0.080 1.228 0.062 1.24
C -0.744 2.493 1.184 -0.38
C -0.078 3.665 1.580 -0.09
H 0.897 3.918 1.161 0.11
C -0.665 4.503 2.531 -0.08
H -0.144 5.408 2.849 0.11
C -1.910 4.190 3.080 -0.07
H -2.372 4.848 3.821 0.11
C -2.580 3.029 2.671 -0.07
H -3.559 2.776 3.082 0.11
C -1.996 2.183 1.744 -0.12
H -2.490 1.250 1.438 -0.02
C 1.686 1.667 -0.036 -0.35
C 2.420 1.707 1.167 -0.12
H 1.895 1.659 2.125 0.10
C 3.811 1.789 1.138 -0.07
H 4.368 1.818 2.075 0.11
C 4.485 1.825 -0.089 -0.07
H 5.574 1.872 -0.109 0.11
C 3.760 1.796 -1.285 -0.07
H 4.282 1.839 -2.240 0.11
C 2.369 1.695 -1.264 -0.06
H 1.805 1.632 -2.196 0.11
C -0.764 1.664 -1.564 -0.36
C -1.242 2.944 -1.875 -0.07
H -1.190 3.739 -1.131 0.11
C -1.785 3.183 -3.139 -0.07
H -2.156 4.176 -3.388 0.11
C -1.856 2.155 -4.085 -0.07
H -2.263 2.349 -5.079 0.11
C -1.404 0.868 -3.759 -0.06
H -1.459 0.063 -4.492 0.11
C -0.884 0.609 -2.492 -0.08
H -0.583 -0.399 -2.192 0.09
C -1.481 -4.698 -2.064 -0.04
C -0.317 -3.817 -1.614 -0.53
O -0.686 -2.730 -0.911 -0.32
C 0.698 -4.693 -0.742 -0.49
F 0.948 -5.901 -1.331 0.12
F 1.887 -4.093 -0.503 0.13
F 0.151 -4.967 0.495 0.05
C 0.474 -3.328 -2.930 -0.48
F 0.791 -4.383 -3.751 0.11
F -0.326 -2.490 -3.663 0.11
F 1.617 -2.648 -2.683 0.13
H -1.960 -5.172 -1.197 0.05
H -1.170 -5.468 -2.774 0.09
H -2.231 -4.057 -2.539 0.10
```

Values from the calculation:
HOMO (spin up / spin down)   -7.438 / -8.046 eV
LUMO energy (spin up / spin down)   -4.18 / -2.06 eV
Frontier orbital gap (spin up / spin down)   3.26 / 5.98 eV
Maximum force   3.044 eV/A